{"formula": "C5H7N", "method": "ωB97M-V/def2-TZVPD", "elements": ["N", "C", "H", "C", "H", "H", "C", "H", "C", "H", "C", "H", "H"], "xyz": [[0.750, -0.830, 1.252], [-1.311, 0.663, -1.451], [-0.566, -2.201, 1.976], [-0.298, 0.927, -0.632], [-2.296, 1.096, -1.300], [1.152, -0.289, -1.655], [1.560, -0.496, 0.394], [-1.191, 0.005, -2.310], [1.086, 0.354, -0.768], [1.830, 1.144, -0.922], [-0.048, -1.262, 2.140], [-0.461, 1.580, 0.227], [-0.206, -0.691, 3.049]], "homo_lumo_gap_ev": 9.03, "e_above_lowest_kcal_mol": 72.66, "lumo_ev": 1.03, "largest_force_ha_per_bohr": 0.0110, "homo_ev": -8.00}